Density functional theory data (wB97M-V/def2-TZVPD) for C40H21BrF15GeN5O3PS3Y as an isolated structure at a distorted geometry.

Each line ends with the Mulliken charge.
Geometry (Å):
Y -0.228 -1.499 -0.668  -0.013
O -5.642 1.973 0.705  -0.534
C -4.570 1.222 0.530  0.859
C -4.249 0.104 1.308  -0.684
C -3.113 -0.607 1.019  -1.213
N -2.266 -0.294 0.021  0.403
C -2.586 0.789 -0.703  0.321
Br -1.370 1.213 -2.097  -0.076
C -3.692 1.569 -0.505  -0.708
H -6.181 1.698 1.456  0.343
H -4.882 -0.205 2.130  0.454
H -2.850 -1.472 1.615  0.826
H -3.889 2.435 -1.120  0.554
C 3.568 1.714 0.066  -0.828
N 3.488 0.503 -0.755  0.211
C 4.567 -0.012 -1.405  -0.155
C 4.465 -1.104 -2.195  -1.117
C 3.193 -1.740 -2.287  0.872
N 2.165 -1.274 -1.564  0.220
C 2.281 -0.125 -0.878  0.282
O 1.250 0.341 -0.340  -0.462
N 2.976 -2.795 -3.055  -0.237
H 4.603 2.035 0.130  0.337
H 3.187 1.507 1.064  0.261
H 2.960 2.502 -0.373  0.306
H 5.502 0.512 -1.265  0.398
H 5.319 -1.486 -2.733  0.415
H 3.698 -3.163 -3.650  0.252
H 2.032 -3.146 -3.149  0.000
F -1.249 -3.312 2.089  0.635
C -0.989 -4.311 2.951  0.870
C 0.081 -4.232 3.821  -0.801
C 0.212 -5.242 4.763  0.740
F 1.186 -5.109 5.673  -0.365
C -0.642 -6.328 4.814  0.013
F -0.493 -7.276 5.722  -0.262
C -1.689 -6.394 3.903  0.318
F -2.538 -7.399 3.940  -0.282
C -1.868 -5.376 2.979  -0.045
F -2.905 -5.407 2.141  -0.214
Ge 1.337 -2.723 4.066  -0.449
S 1.406 -1.718 1.924  -0.231
C 0.456 -1.593 5.410  0.799
C -0.817 -1.122 5.138  0.040
F -1.401 -1.481 3.977  -0.055
C -1.486 -0.267 5.984  -0.233
F -2.706 0.167 5.680  -0.275
C -0.856 0.148 7.151  0.564
F -1.470 0.978 7.967  -0.272
C 0.417 -0.314 7.458  0.109
F 1.008 0.082 8.573  -0.271
C 1.055 -1.186 6.590  0.230
F 2.266 -1.655 6.893  -0.293
C 3.241 -3.108 4.280  0.067
C 4.062 -2.010 4.485  0.331
F 3.482 -0.799 4.532  -0.352
C 5.433 -2.131 4.576  0.078
F 6.205 -1.068 4.750  -0.270
C 6.001 -3.393 4.437  0.554
F 7.309 -3.527 4.489  -0.266
C 5.202 -4.505 4.202  0.202
F 5.760 -5.692 4.024  -0.269
C 3.828 -4.352 4.124  0.274
F 3.060 -5.408 3.852  -0.283
S -0.370 -4.193 -0.838  -0.475
P -1.436 -3.647 -2.487  1.638
S -0.487 -2.112 -3.392  -0.533
C -1.665 -5.084 -3.543  0.664
C -0.921 -5.236 -4.706  -0.341
C -1.091 -6.376 -5.476  -0.732
C -1.998 -7.348 -5.082  -0.460
C -2.736 -7.194 -3.914  -0.682
C -2.572 -6.062 -3.135  -0.502
C -3.095 -3.079 -2.014  0.366
C -3.637 -3.376 -0.767  -0.386
C -4.956 -3.036 -0.499  -0.510
C -5.724 -2.410 -1.469  -0.671
C -5.177 -2.106 -2.711  -0.734
C -3.863 -2.440 -2.989  -0.779
H -0.233 -4.456 -5.010  0.341
H -0.520 -6.506 -6.385  0.407
H -2.131 -8.235 -5.687  0.410
H -3.439 -7.957 -3.611  0.416
H -3.141 -5.929 -2.223  0.352
H -3.047 -3.916 -0.036  0.556
H -5.389 -3.286 0.462  0.547
H -6.764 -2.182 -1.271  0.465
H -5.783 -1.632 -3.471  0.463
H -3.430 -2.222 -3.958  0.476
O 0.990 0.341 3.318  -0.226
N 0.935 -0.098 2.216  0.309

Net charge: +2
Multiplicity: 1
Highest occupied orbital energy in eV: -13.67
ΔE to the lowest compared entry with this formula, charge and spin in kJ/mol: 0.0
Electronic energy in Ha: -9759.2130
F_max in eV/A: 2.116